Run one
Molecular formula: C5H4FNO
Method: DFT, ωB97M-V/def2-TZVPD

Values from the calculation:
frontier orbital gap = 9.46 eV

CARTESIAN COORDINATES (ANGSTROEM)
C  -0.75  -0.60  -0.08
C  0.39  -1.40  0.13
C  1.99  0.21  0.00
C  1.05  1.23  -0.12
C  -0.32  0.71  -0.21
H  -2.54  -0.37  0.82
H  0.23  -2.52  0.25
H  2.99  0.69  -0.08
H  1.25  2.32  0.21
N  1.67  -1.03  0.07
O  -2.01  -1.12  -0.16
F  -1.30  1.69  0.14

---

Run two
Molecular formula: C5H4FNO
Method: DFT, ωB97M-V/def2-TZVPD

Values from the calculation:
frontier orbital gap = 9.94 eV
SMILES string = C=CO/C=C(/F)C#N

CARTESIAN COORDINATES (ANGSTROEM)
C  0.46  -0.18  2.04
C  0.01  0.43  0.96
C  -0.46  0.65  -1.33
C  -0.58  0.03  -2.49
C  1.04  -1.48  2.00
H  -0.39  1.43  1.06
H  -0.77  1.67  -1.14
H  -0.33  -1.05  -2.59
H  -1.02  0.61  -3.32
N  1.52  -2.53  1.91
O  0.05  -0.09  -0.27
F  0.47  0.51  3.19

---

Computed energies relative to the best structure, in eV: run one 0.897; run two 0.000

---

Run one
Molecular formula: H2P2S4
Method: DFT, ωB97M-V/def2-TZVPD

Values from the calculation:
frontier orbital gap (spin up / spin down) = 6.65 / 6.17 eV

CARTESIAN COORDINATES (ANGSTROEM)
P  -0.12  -0.47  -1.06
P  2.72  -1.17  -1.03
S  3.53  0.30  1.39
S  1.09  -1.64  0.20
S  1.61  0.34  -2.06
S  -1.06  1.01  0.21
H  4.35  1.01  0.17
H  -1.39  0.12  1.24

---

Run two
Molecular formula: H2P2S4
Method: DFT, ωB97M-V/def2-TZVPD

Values from the calculation:
frontier orbital gap = 7.20 eV
SMILES string = S=[PH]1SP(S)S1

CARTESIAN COORDINATES (ANGSTROEM)
P  0.00  -1.64  0.18
P  -0.83  1.31  0.24
S  -2.24  2.57  0.65
S  -1.31  -0.44  -0.96
S  0.17  0.42  1.81
S  1.72  -1.53  -0.97
H  0.15  1.83  -0.62
H  2.34  -2.52  -0.33

---

Computed energies relative to the best structure, in eV: run one 2.413; run two 0.000

---

Run one
Molecular formula: C3H10N3O
Method: DFT, ωB97M-V/def2-TZVPD

Values from the calculation:
frontier orbital gap = 11.71 eV
charge = +1
SMILES string = C[C@](N)(O)C(N)=[NH2+]

CARTESIAN COORDINATES (ANGSTROEM)
C  0.68  -0.78  0.34
C  -0.43  1.50  0.43
C  -0.65  0.16  -0.23
N  1.49  -1.05  -0.60
N  -0.31  0.33  -1.63
N  0.94  -1.11  1.61
O  -2.03  -0.34  -0.26
H  -0.86  1.68  1.39
H  -0.90  2.37  -0.11
H  0.58  1.61  0.39
H  1.21  -0.73  -1.56
H  2.43  -1.48  -0.42
H  -0.34  1.32  -1.83
H  -1.15  -0.15  -2.17
H  1.70  -1.71  1.86
H  -2.54  -0.44  0.53
H  0.20  -1.16  2.25

---

Run two
Molecular formula: C3H10N3O
Method: DFT, ωB97M-V/def2-TZVPD

Values from the calculation:
frontier orbital gap = 11.09 eV
charge = +1
SMILES string = C[C@@]1([NH3+])OC1(N)N

CARTESIAN COORDINATES (ANGSTROEM)
C  0.58  0.05  0.03
C  -0.92  0.06  -0.03
C  1.54  1.30  -0.13
N  1.13  -1.40  0.06
N  -1.70  1.13  -0.33
N  -1.43  -1.26  -0.32
O  -0.19  0.08  1.23
H  2.53  1.18  0.44
H  1.05  2.17  0.20
H  1.67  1.45  -1.31
H  1.63  -1.57  -0.74
H  1.78  -1.31  0.77
H  -1.32  1.92  0.03
H  -2.65  1.12  0.11
H  -1.56  -1.60  0.62
H  0.26  -2.02  0.08
H  -2.38  -1.30  -0.70

---

Computed energies relative to the best structure, in eV: run one 0.000; run two 1.380

---

Run one
Molecular formula: C21H29ClN4PtSSe2
Method: DFT, ωB97M-V/def2-TZVPD

Values from the calculation:
frontier orbital gap = 7.17 eV
charge = +2

CARTESIAN COORDINATES (ANGSTROEM)
Pt  0.18  0.30  -0.26
C  -2.15  5.18  1.56
C  -2.65  3.86  2.11
N  -1.57  3.00  2.60
C  -0.87  2.14  1.87
S  -1.32  1.99  0.16
N  0.11  1.49  2.45
N  0.76  0.61  1.65
C  1.80  -0.05  2.05
C  2.39  0.12  3.40
C  2.33  -1.03  1.09
C  3.39  -1.87  1.40
C  3.80  -2.82  0.47
C  3.15  -2.91  -0.74
C  2.11  -2.03  -1.00
N  1.72  -1.11  -0.12
H  -2.99  5.79  1.23
H  -1.49  5.02  0.70
H  -1.60  5.74  2.32
H  -3.21  3.30  1.37
H  -3.32  4.02  2.96
H  -1.26  3.11  3.55
H  1.87  0.89  3.95
H  3.45  0.39  3.32
H  2.33  -0.82  3.95
H  3.86  -1.80  2.37
H  4.62  -3.49  0.71
H  3.43  -3.64  -1.48
H  1.56  -2.07  -1.94
C  3.39  1.65  -1.79
Se  1.70  2.24  -1.04
C  0.71  2.55  -2.71
C  0.53  1.29  -3.53
Se  -0.48  -0.10  -2.60
C  -2.26  0.65  -2.80
H  3.74  2.43  -2.46
H  3.30  0.70  -2.31
H  4.09  1.55  -0.96
H  1.25  3.30  -3.27
H  -0.25  2.98  -2.41
H  1.49  0.84  -3.79
H  -0.01  1.48  -4.46
H  -2.59  0.47  -3.82
H  -2.24  1.72  -2.58
H  -2.92  0.14  -2.10
Cl  0.04  -2.58  2.82
C  -1.38  -1.57  2.85
C  -2.01  -1.39  4.06
C  -3.19  -0.66  4.11
C  -3.74  -0.14  2.95
C  -3.08  -0.32  1.74
C  -1.87  -1.02  1.66
C  -1.21  -1.21  0.36
H  -1.60  -1.84  4.96
H  -3.70  -0.53  5.06
H  -4.68  0.39  2.98
H  -3.52  0.08  0.84
H  -1.93  -1.25  -0.46
H  -0.59  -2.11  0.36

---

Run two
Molecular formula: C21H29ClN4PtSSe2
Method: DFT, ωB97M-V/def2-TZVPD

Values from the calculation:
frontier orbital gap = 6.64 eV
charge = +2

CARTESIAN COORDINATES (ANGSTROEM)
Pt  0.28  0.45  -0.13
C  6.07  -1.93  0.98
C  5.00  -2.51  0.06
N  4.25  -1.45  -0.64
C  3.07  -0.98  -0.24
S  2.36  0.26  -1.26
N  2.50  -1.46  0.82
N  1.29  -1.00  1.14
C  0.82  -1.15  2.32
C  1.64  -1.65  3.46
C  -0.58  -0.78  2.48
C  -1.29  -1.00  3.65
C  -2.63  -0.62  3.71
C  -3.22  -0.05  2.60
C  -2.45  0.16  1.48
N  -1.16  -0.19  1.42
H  6.54  -2.74  1.54
H  5.65  -1.22  1.69
H  6.86  -1.43  0.41
H  4.29  -3.09  0.63
H  5.45  -3.14  -0.69
H  4.70  -0.98  -1.40
H  2.68  -1.69  3.18
H  1.32  -2.65  3.78
H  1.52  -0.98  4.32
H  -0.82  -1.48  4.49
H  -3.19  -0.79  4.62
H  -4.27  0.23  2.60
H  -2.86  0.62  0.60
C  0.61  -2.62  -2.54
Se  -0.73  -1.83  -1.38
C  -1.77  -0.90  -2.74
C  -1.06  0.26  -3.38
Se  -0.49  1.70  -2.19
C  -2.25  2.32  -1.68
H  0.11  -3.12  -3.36
H  1.15  -3.35  -1.94
H  1.30  -1.86  -2.91
H  -2.70  -0.60  -2.25
H  -2.03  -1.64  -3.50
H  -1.72  0.74  -4.10
H  -0.17  -0.06  -3.91
H  -2.72  2.76  -2.56
H  -2.14  3.07  -0.90
H  -2.85  1.49  -1.32
Cl  1.40  4.06  -0.88
C  0.16  4.17  0.33
C  -0.64  5.30  0.34
C  -1.65  5.42  1.28
C  -1.84  4.41  2.22
C  -1.02  3.31  2.21
C  0.00  3.15  1.27
C  0.89  2.00  1.34
H  -0.45  6.10  -0.37
H  -2.29  6.29  1.27
H  -2.62  4.51  2.96
H  -1.12  2.55  2.98
H  0.87  1.45  2.27
H  1.87  2.13  0.90

---

Computed energies relative to the best structure, in eV: run one 0.000; run two 1.167

---

Run one
Molecular formula: C3H4N2OS
Method: DFT, ωB97M-V/def2-TZVPD

Values from the calculation:
frontier orbital gap = 7.72 eV
SMILES string = O=C/N=C/NC=S

CARTESIAN COORDINATES (ANGSTROEM)
C  -1.78  0.77  -0.24
C  0.85  0.77  0.15
C  2.29  -0.82  0.04
H  -2.59  1.54  -0.30
H  -0.64  2.23  0.26
H  1.56  1.54  0.66
H  2.44  -1.94  0.44
N  -0.47  1.29  0.07
N  1.08  -0.48  0.02
O  3.30  -0.04  -0.21
S  -2.48  -0.82  0.02

---

Run two
Molecular formula: C3H4N2OS
Method: DFT, ωB97M-V/def2-TZVPD

Values from the calculation:
frontier orbital gap = 8.62 eV
SMILES string = CC#[N+][S-].N=C=O

CARTESIAN COORDINATES (ANGSTROEM)
C  -1.16  -1.19  -0.18
C  1.32  2.08  -0.08
C  0.06  -2.05  -0.14
N  -2.10  -0.50  -0.13
N  1.07  3.01  0.57
O  1.55  1.20  -0.78
S  -3.29  0.42  0.07
H  0.11  -2.92  0.54
H  1.03  -1.46  0.09
H  0.12  -2.38  -1.11
H  1.27  3.78  1.16

---

Computed energies relative to the best structure, in eV: run one 0.634; run two 0.000